C40H47IrN5OP2S3 as an isolated structure in a non-equilibrium geometry. Source: OMol25; level of theory: ωB97M-V with the def2-TZVPD basis set.

Summary:
Molecular weight: 964.22 g mol⁻¹
Energy above the lowest of the compared OMol25 structures with the same formula, charge and spin: 2.434 eV
Spin multiplicity: 1
HOMO level: -14.144 eV
Kohn-Sham gap: 5.3 eV
Net charge: +3

Positions of all 99 atoms, in Å:
Ir 0.8736 -0.8341 -0.9628
C 4.0671 -3.8246 -2.3000
C 3.2497 -2.6778 -1.7962
N 2.0544 -2.3933 -2.1505
N 1.3976 -3.1430 -3.0748
C 0.1946 -2.7364 -3.4937
N -0.4492 -3.4837 -4.3739
S -0.4876 -1.2879 -2.9453
C 3.8322 -1.7575 -0.7962
C 5.1753 -1.7833 -0.4808
C 5.6694 -0.8999 0.4725
C 4.7968 -0.0300 1.0922
C 3.4572 -0.0636 0.7324
N 2.9856 -0.8938 -0.2023
H 3.4995 -4.5579 -2.8655
H 4.5270 -4.3482 -1.4624
H 4.8700 -3.4600 -2.9451
H 1.8322 -3.9640 -3.4707
H -0.0367 -4.2894 -4.8201
H -1.3573 -3.1901 -4.7007
H 5.8437 -2.4681 -0.9833
H 6.7219 -0.9011 0.7243
H 5.1344 0.6702 1.8433
H 2.7390 0.5813 1.2178
C -5.9282 3.4116 0.0117
S -4.7431 3.1996 1.3744
C -3.3070 4.1889 0.8405
C -2.0321 3.3571 0.7472
C -2.1580 2.2822 -0.3166
N -1.0334 1.3221 -0.3536
P -1.1240 -0.2757 0.1694
C -1.5534 -0.1168 1.9012
C -0.5581 0.2943 2.7944
C -0.8961 0.6470 4.0871
C -2.2252 0.5737 4.5001
C -3.2076 0.1409 3.6218
C -2.8799 -0.2088 2.3171
C -2.5205 -1.0452 -0.6437
C -2.9002 -2.3124 -0.1909
C -4.0024 -2.9419 -0.7467
C -4.7172 -2.3132 -1.7611
C -4.3132 -1.0731 -2.2389
C -3.2092 -0.4382 -1.6903
P 0.4391 1.4856 -1.1330
C 0.1236 2.5810 -2.5128
C -0.4518 2.0751 -3.6824
C -0.7751 2.9356 -4.7174
C -0.5243 4.2970 -4.5902
C 0.0474 4.8001 -3.4295
C 0.3840 3.9471 -2.3889
C 1.5961 2.3551 -0.0748
C 1.3181 2.7195 1.2372
C 2.3003 3.3441 1.9977
C 3.5538 3.5928 1.4531
C 3.8325 3.2303 0.1383
C 2.8608 2.6008 -0.6224
H -6.8885 3.6899 0.4374
H -6.0438 2.4754 -0.5312
H -5.5975 4.1961 -0.6649
H -3.1708 4.9704 1.5852
H -3.5476 4.6625 -0.1118
H -1.8260 2.8973 1.7194
H -1.2024 4.0302 0.5035
H -2.2494 2.7520 -1.2993
H -3.0728 1.7196 -0.1264
H 0.4771 0.3368 2.4693
H -0.1319 0.9851 4.7761
H -2.4920 0.8518 5.5118
H -4.2399 0.0837 3.9411
H -3.6558 -0.5366 1.6389
H -2.3377 -2.7927 0.6033
H -4.3093 -3.9156 -0.3877
H -5.5930 -2.7927 -2.1795
H -4.8616 -0.5966 -3.0414
H -2.8895 0.5207 -2.0806
H -0.6352 1.0156 -3.7856
H -1.2149 2.5473 -5.6269
H -0.7678 4.9689 -5.4030
H 0.2377 5.8607 -3.3315
H 0.8432 4.3446 -1.4932
H 0.3384 2.5348 1.6586
H 2.0845 3.6397 3.0166
H 4.3156 4.0763 2.0517
H 4.8039 3.4425 -0.2902
H 3.0749 2.3148 -1.6477
O 0.6936 -2.3977 0.8561
S 1.5386 -2.6829 2.1024
C 0.3798 -3.0430 3.4391
C 1.1917 -3.9238 4.3803
C 2.0190 -4.9106 3.5165
C 1.9879 -4.4372 2.0545
H -0.4534 -3.5742 2.9722
H 0.0243 -2.1202 3.8904
H 0.5312 -4.4522 5.0643
H 1.8541 -3.3106 4.9909
H 1.6110 -5.9174 3.5723
H 3.0424 -4.9630 3.8797
H 1.2023 -4.9134 1.4652
H 2.9437 -4.5568 1.5471



C7H18N2P2 as an isolated structure in a non-equilibrium geometry. Source: OMol25; level of theory: ωB97M-V with the def2-TZVPD basis set.

Summary:
Molecular weight: 192.18 g mol⁻¹
Energy above the lowest of the compared OMol25 structures with the same formula, charge and spin: 0.000 eV
Spin multiplicity: 1
HOMO level: -8.311 eV
Kohn-Sham gap: 9.3 eV

Positions of all 29 atoms, in Å:
C 0.7666 -1.1746 -0.4857
C 0.1047 -0.3693 3.2628
C 0.8586 -2.7017 2.3138
C -1.4386 2.2920 -2.2293
C -0.1624 0.5204 -3.4360
C 0.2247 -1.2545 2.1189
C -0.3995 1.2503 -2.0959
N 0.7148 1.1527 0.7895
N -0.6551 1.2430 0.4820
P 1.4588 -0.4613 1.0244
P -1.1210 0.1819 -0.7896
H 1.3372 -0.9656 -1.4195
H 0.5530 -2.2490 -0.4296
H 0.0197 0.6786 2.9753
H -0.7200 -0.4338 3.9642
H 1.0019 -0.2291 3.9338
H 2.0743 -2.6921 2.3038
H 0.4706 -3.3403 1.5542
H 0.6307 -3.1117 3.3303
H -2.0958 2.4530 -1.4362
H -1.0558 3.1689 -2.6400
H -2.1914 1.9643 -3.0034
H -0.1614 1.3056 -4.3196
H -0.8950 -0.2039 -3.7918
H 0.8529 0.0661 -3.2982
H -0.6895 -1.5366 1.5590
H 0.5035 1.7168 -1.7595
H 1.2361 1.6950 0.2122
H -1.2228 1.0348 1.3102



An isolated ion of composition C8H17N5O and charge +2 in a non-equilibrium geometry. Source: OMol25; level of theory: ωB97M-V with the def2-TZVPD basis set.

Summary:
Molecular weight: 199.26 g mol⁻¹
Spin multiplicity: 1
SMILES: N[C@@]1([NH+]2CCOCC2)C=C([NH3+])NC=N1
HOMO level: -16.555 eV
Kohn-Sham gap: 9.6 eV
Net charge: +2

Positions of all 31 atoms, in Å:
C -0.6125 0.5672 -1.1783
C 2.0501 0.5289 -1.7653
C -0.1356 0.7536 -2.4706
C 1.1501 -0.2335 2.2155
C -0.3126 -1.4113 0.7048
C 0.4076 -0.9656 3.3074
C -0.9637 -2.1437 1.9111
C 0.2159 0.7563 -0.0080
N 1.8824 0.3624 -0.5529
N 1.1257 1.0237 -2.7759
N 0.1905 2.1310 0.3970
N 0.0130 -0.0875 1.1872
N -1.1033 0.7425 -3.6092
O 0.0394 -2.3233 2.9168
H -1.6843 0.3977 -1.1330
H 3.0780 0.2731 -2.1266
H 1.3651 0.7684 2.5173
H 2.1107 -0.6264 1.8272
H 0.5672 -2.0532 0.3310
H -1.0539 -1.4251 -0.1384
H 1.0471 -1.1390 4.2136
H -0.4738 -0.3125 3.5117
H -1.8240 -1.5617 2.3243
H -1.3235 -3.0660 1.5909
H 1.6145 0.9683 -3.6963
H -0.2385 2.6819 -0.3644
H 1.1321 2.3613 0.6681
H -0.8098 0.2803 1.8716
H -0.8934 1.6213 -4.2031
H -2.0579 0.7212 -3.3139
H -1.0378 -0.0199 -4.2699



C30H45N4O5SbV as an isolated structure in a non-equilibrium geometry. Source: OMol25; level of theory: ωB97M-V with the def2-TZVPD basis set.

Summary:
Molecular weight: 714.42 g mol⁻¹
Spin multiplicity: 3
HOMO level (alpha / beta): -8.329 / -8.329 eV
Kohn-Sham gap (alpha / beta): 3.5 / 3.5 eV
Net charge: +1

Positions of all 86 atoms, in Å:
V 0.1930 -1.5990 0.1620
N -1.1343 -2.5941 -1.3147
C -2.4014 -1.8018 -1.5062
C -2.5562 -0.8853 -0.3231
O -3.6690 -0.6949 0.1037
N -1.4377 -0.5014 0.2849
C -1.5390 0.4462 1.4123
C -0.0686 0.8616 1.6663
O 0.2356 1.9245 2.2368
O 0.9269 0.0905 1.1321
H -0.6752 -2.7069 -2.2174
H -1.3461 -3.5944 -1.0842
H -3.3033 -2.3859 -1.6581
H -2.2687 -1.1105 -2.4139
H -1.9154 -0.0212 2.3115
H -2.1432 1.3757 1.1132
C 3.5469 -1.1582 -4.2938
C 2.9832 -0.1998 -3.2484
C 2.2895 -0.7412 -2.0669
N 1.4082 -1.2546 -1.4489
H 4.6130 -0.8179 -4.5591
H 2.9160 -1.0068 -5.1627
H 3.4412 -2.2515 -4.0712
H 2.2143 0.4715 -3.7179
H 3.7505 0.4581 -2.8225
C 2.3382 6.8390 0.5929
C 2.2739 5.3572 0.4219
C 2.7128 4.5920 1.6476
Sb 0.1972 4.6151 -0.0178
C -0.7785 5.8956 -1.6291
C 0.1960 5.6321 -2.8242
C -0.9004 7.3452 -1.2125
C -1.2311 5.0558 1.8782
C -0.8942 6.3577 2.4374
C -2.6032 4.9693 1.1990
H 3.3680 7.1724 0.7328
H 1.7152 7.2499 1.4202
H 1.9068 7.3007 -0.3159
H 2.8281 5.1013 -0.5009
H 2.5322 5.1009 2.6053
H 3.7844 4.4714 1.7132
H 2.2499 3.5924 1.8453
H -1.6910 5.3403 -1.8389
H 1.2378 5.7615 -2.5484
H -0.0198 6.4349 -3.5549
H 0.0158 4.6610 -3.2787
H 0.0345 7.6998 -0.6365
H -1.7632 7.5806 -0.5516
H -1.0137 7.9632 -2.0945
H -0.9514 4.1319 2.4441
H -0.4372 7.0453 1.7198
H -0.2281 6.2485 3.2590
H -1.7632 6.9128 2.8938
H -2.7844 5.9421 0.6398
H -3.4205 4.7669 1.9254
H -2.7611 4.1206 0.4773
C -4.4434 -5.2532 -1.1959
O -3.0770 -4.8516 -0.7861
C -2.5720 -5.2901 0.3928
C -3.2231 -5.1201 1.6166
C -2.6657 -5.5650 2.8161
C -1.3880 -6.1039 2.7603
C -0.7466 -6.3774 1.5345
C -1.2486 -5.8453 0.3554
N -0.4907 -5.6252 -0.8051
C 0.8888 -5.6385 -0.9121
C 1.8434 -5.3439 0.0867
C 2.8222 -6.3219 0.4831
C 3.8395 -5.9710 1.2864
C 3.8537 -4.7523 1.9734
C 2.9644 -3.8043 1.6878
C 1.8384 -4.0442 0.8467
O 0.7711 -3.3028 0.9616
H -5.1004 -4.3543 -1.2512
H -4.8605 -5.9351 -0.4981
H -4.4306 -5.7224 -2.1495
H -4.2273 -4.8030 1.5837
H -3.2107 -5.4419 3.7407
H -0.7318 -6.3492 3.6050
H 0.2519 -6.7627 1.6165
H -0.9925 -5.6146 -1.6627
H 1.2413 -5.9267 -1.9520
H 2.6317 -7.3595 0.1935
H 4.6458 -6.7027 1.4885
H 4.6601 -4.5958 2.6955
H 2.9463 -2.7817 2.1252



C2H9Br2CoN4O3 as an isolated structure in a non-equilibrium geometry. Source: OMol25; level of theory: ωB97M-V with the def2-TZVPD basis set.

Summary:
Molecular weight: 355.86 g mol⁻¹
Energy above the lowest of the compared OMol25 structures with the same formula, charge and spin: 0.000 eV
Spin multiplicity: 4
HOMO level (alpha / beta): -5.300 / -5.240 eV
Kohn-Sham gap (alpha / beta): 7.7 / 7.6 eV
Net charge: -1

Positions of all 21 atoms, in Å:
Co 0.4713 -0.6189 1.0303
Br 0.0780 -1.4444 3.2905
Br 2.6154 -0.8627 -0.2036
O -1.1345 -0.9319 0.0710
H -2.0319 -0.6178 0.1435
C 1.0986 2.3740 1.8981
O 0.7364 1.3022 1.4016
N 0.9030 2.6799 3.1810
N 1.6531 3.3110 1.1042
H 0.5885 1.9976 3.8500
H 1.1824 3.5900 3.4978
H 1.9599 2.9965 0.1993
H 1.8954 4.2127 1.4681
C -1.2889 -2.5557 -3.0602
O -1.3966 -3.3340 -4.0267
N -1.7688 -1.2853 -3.0396
N -0.6068 -2.8698 -1.9380
H -1.7497 -0.9243 -2.0894
H -2.4723 -1.0525 -3.7167
H -0.6097 -2.2199 -1.1570
H -0.1229 -3.7468 -1.9043



C2HClF2O2 as an isolated structure in a non-equilibrium geometry. Source: OMol25; level of theory: ωB97M-V with the def2-TZVPD basis set.

Summary:
Molecular weight: 130.48 g mol⁻¹
Energy above the lowest of the compared OMol25 structures with the same formula, charge and spin: 6.280 eV
Spin multiplicity: 1
HOMO level: -9.868 eV
Kohn-Sham gap: 10.4 eV

Positions of all 8 atoms, in Å:
C 2.0843 0.3831 -0.0667
C 3.1500 -0.3640 -0.1033
O -0.2310 -0.4556 -0.9353
O 0.7758 -0.8477 -0.1131
F 4.4026 0.2450 0.0864
F 3.1981 -1.6273 -0.1871
Cl 1.6802 1.9469 -0.0781
H -0.9618 0.0567 -0.6356



> Which formula does entry 2 have?

C7H18N2P2



> molecular weight of number 6 (C2HClF2O2)?

130.48 g mol⁻¹



Copy entry 6 word for word.
C2HClF2O2 as an isolated structure in a non-equilibrium geometry. Source: OMol25; level of theory: ωB97M-V with the def2-TZVPD basis set.

Summary:
Molecular weight: 130.48 g mol⁻¹
Energy above the lowest of the compared OMol25 structures with the same formula, charge and spin: 6.280 eV
Spin multiplicity: 1
HOMO level: -9.868 eV
Kohn-Sham gap: 10.4 eV

Positions of all 8 atoms, in Å:
C 2.0843 0.3831 -0.0667
C 3.1500 -0.3640 -0.1033
O -0.2310 -0.4556 -0.9353
O 0.7758 -0.8477 -0.1131
F 4.4026 0.2450 0.0864
F 3.1981 -1.6273 -0.1871
Cl 1.6802 1.9469 -0.0781
H -0.9618 0.0567 -0.6356